The following is a quantum chemistry calculation of a 2-piece molecular cluster, C7H9N5 overall, from OMol25.

* energy above the lowest of the compared OMol25 structures with the same formula, charge and spin: 155.1 kcal/mol
* Kohn-Sham gap (alpha / beta): 8.5 / 7.3 eV
* 2S+1: 1
* largest force on an atom: 6.772 eV Å⁻¹

Positions of all 21 atoms, in Å:
1 C -1.93 -2.34 -1.12
2 C -1.32 -2.71 0.10
3 C 1.25 1.46 2.86
4 C -1.55 -1.03 -1.35
5 C 0.66 0.49 2.15
6 C 0.88 2.30 0.98
7 C 1.27 0.72 -2.44
8 N 1.38 2.61 2.08
9 N -0.53 -1.68 0.53
10 N 0.37 1.05 0.90
11 N -0.75 -0.69 -0.32
12 N -0.20 0.57 -0.17
13 H -2.68 -2.99 -1.61
14 H -1.13 -3.70 0.58
15 H 1.58 1.43 3.82
16 H -1.90 -0.24 -2.05
17 H 0.17 -0.42 2.36
18 H 0.85 3.02 0.06
19 H 1.91 1.24 -1.81
20 H 0.98 -0.33 -2.36
21 H 0.71 1.22 -3.20



The following is a quantum chemistry calculation of the molecule C7H9NO, from OMol25.

* SMILES: CCn1ccccc1=O
* energy above the lowest of the compared OMol25 structures with the same formula, charge and spin: 112.0 kcal/mol
* Kohn-Sham gap: 9.0 eV
* 2S+1: 1
* largest force on an atom: 10.018 eV Å⁻¹

Positions of all 18 atoms, in Å:
1 C -2.37 -0.41 -0.62
2 C -1.60 0.45 0.46
3 C 0.36 1.13 -0.35
4 C 1.72 1.27 -0.59
5 C 2.45 0.08 -0.18
6 C 2.02 -0.95 0.64
7 C 0.49 -1.09 0.67
8 H -1.95 -0.26 -1.54
9 H -2.04 -1.63 -0.30
10 H -3.30 -0.45 -0.31
11 H -2.16 0.08 1.39
12 H -1.53 1.54 0.73
13 H -0.25 1.81 -0.58
14 H 2.38 1.94 -1.02
15 H 3.56 0.34 -0.62
16 H 2.47 -1.74 1.19
17 N -0.11 0.10 0.33
18 O -0.16 -2.22 0.69